Entry 1:
{"formula": "C49H126N10O12", "method": "wB97M-V/def2-TZVPD", "symbols": ["H", "H", "H", "H", "O", "H", "H", "H", "H", "C", "H", "H", "H", "H", "H", "H", "H", "N", "C", "H", "O", "H", "H", "H", "H", "H", "H", "H", "H", "H", "H", "C", "N", "C", "H", "H", "C", "C", "H", "H", "H", "H", "H", "H", "C", "C", "H", "H", "C", "H", "H", "H", "C", "H", "H", "H", "O", "O", "H", "H", "H", "O", "C", "H", "C", "H", "H", "H", "C", "C", "C", "H", "H", "H", "H", "H", "H", "H", "O", "H", "O", "N", "H", "C", "H", "H", "C", "C", "H", "H", "H", "H", "N", "C", "H", "H", "N", "C", "H", "H", "C", "C", "H", "C", "N", "H", "H", "H", "C", "C", "C", "H", "H", "H", "C", "H", "H", "C", "H", "H", "C", "H", "C", "H", "H", "H", "O", "C", "H", "C", "H", "H", "C", "C", "H", "H", "H", "C", "H", "H", "C", "C", "H", "O", "C", "H", "C", "H", "N", "H", "H", "C", "H", "C", "H", "H", "H", "H", "H", "N", "C", "H", "H", "H", "H", "H", "H", "H", "O", "H", "H", "C", "H", "H", "N", "O", "H", "C", "H", "H", "C", "H", "H", "C", "H", "H", "H", "H", "H", "H", "H", "H", "C", "N", "C", "C", "O"], "positions_angstrom": [[-1.296, 4.311, -1.636], [-1.049, -3.425, 3.474], [-3.972, -3.537, 0.715], [2.355, 2.500, -4.772], [1.426, 0.939, 3.706], [1.257, 2.663, -1.055], [7.080, 2.167, -0.749], [-1.245, 5.472, 1.750], [-3.444, -1.588, 3.027], [3.363, 3.489, 2.525], [0.120, 5.199, -5.021], [0.229, -2.727, -1.829], [6.756, 0.919, 1.142], [0.535, 5.936, -2.235], [-4.165, 6.477, 3.785], [-4.128, -8.068, -1.689], [1.852, 1.836, 0.299], [2.706, -3.575, -1.308], [1.109, 1.593, 4.926], [-2.368, -3.700, -4.678], [-2.414, -2.384, 1.387], [2.284, 4.530, 0.655], [1.629, 0.381, -3.667], [-3.220, 1.406, -0.025], [5.224, 0.122, 1.366], [3.935, -3.381, 2.595], [6.122, -0.173, -0.169], [-2.045, 8.918, 1.219], [0.862, 2.617, 4.659], [-5.473, -2.355, -4.272], [5.977, 2.991, -1.650], [1.019, 4.629, -4.793], [1.795, -10.091, 1.678], [4.200, -1.809, -2.102], [-4.678, 1.918, -0.851], [-2.653, 8.469, -0.395], [-3.966, 1.100, -0.766], [-0.071, 0.005, 0.349], [2.501, -0.527, 4.613], [3.003, -7.915, 3.947], [2.572, -4.172, -0.501], [-4.174, 2.514, 4.531], [2.141, -2.760, -1.097], [0.913, -10.288, 1.204], [1.229, 6.182, -0.228], [1.289, 1.656, -0.628], [-2.628, -0.110, -1.957], [0.216, 1.205, 5.425], [-2.544, 4.413, 3.634], [2.157, 5.916, 1.711], [2.957, 4.373, 2.013], [0.194, -5.309, 1.342], [-2.264, 3.028, 4.160], [-0.758, 4.239, 0.018], [-0.365, -2.695, 0.523], [-2.478, 7.001, 3.497], [-2.717, 5.344, 4.692], [4.546, -4.176, 0.778], [4.313, 1.422, -0.563], [-5.101, 1.205, -3.049], [1.956, 1.045, -1.246], [0.482, 3.347, -4.514], [-2.061, 1.893, 3.149], [2.047, -0.785, 2.898], [4.932, 2.902, 0.825], [4.427, -5.087, 2.598], [-1.039, 1.907, 2.766], [-2.438, 6.744, 2.039], [-1.024, -5.753, -1.350], [-4.878, -7.372, -1.296], [-0.810, 4.899, -0.849], [-1.189, -1.780, -1.447], [-0.709, -3.055, -4.541], [-1.145, 9.210, -0.257], [0.963, -2.289, 4.437], [-6.382, -0.876, -4.228], [3.860, -8.942, 2.843], [0.760, -7.725, 0.975], [-2.096, -1.883, -5.516], [5.203, -1.590, -2.465], [3.787, 2.544, 1.571], [0.351, 7.313, 0.096], [1.977, -5.185, 1.090], [-2.730, -2.379, 2.770], [-4.427, 0.168, -0.429], [-1.941, 2.226, -1.603], [-1.441, -0.651, -5.305], [-1.394, 6.553, 1.784], [1.810, 2.669, -3.100], [1.242, 8.913, 0.458], [-4.432, -1.850, 0.859], [-0.801, -4.863, -0.754], [6.170, 2.106, -1.199], [-1.091, 7.113, 0.378], [-3.422, -2.252, -0.420], [-1.815, 1.845, -3.174], [-3.332, 2.594, 5.096], [-3.230, -5.608, -2.158], [4.160, 3.874, 3.169], [1.647, -1.022, -0.573], [-0.102, -1.724, -1.562], [-3.585, -2.515, 0.630], [1.166, -4.428, 2.497], [2.921, -8.855, 3.392], [-5.578, -5.700, -2.898], [3.875, -1.001, -1.437], [-2.189, 0.887, 3.548], [-2.830, 2.007, 2.378], [1.179, -5.284, 1.824], [0.067, -0.735, -5.602], [-5.360, -1.267, -4.248], [2.500, -7.378, 1.130], [-1.552, -0.413, -4.239], [-0.951, -0.595, 3.041], [-1.728, 6.104, -0.616], [-1.862, 0.167, -5.888], [2.271, 7.426, -1.733], [5.876, 0.549, 0.605], [3.541, -1.881, -2.968], [0.611, -1.458, -4.989], [4.649, -4.105, 2.189], [-2.670, 5.667, -0.277], [1.600, 5.322, 0.976], [-3.489, 3.363, 5.743], [-1.140, -0.120, 0.529], [-3.840, 0.726, -4.183], [1.285, -6.498, 2.554], [0.509, -1.300, 4.306], [3.085, 7.375, -0.143], [-3.175, 6.598, 4.238], [-5.884, -7.762, -1.418], [0.838, 4.869, 1.610], [-4.671, -5.945, -1.767], [-1.769, -2.801, -4.509], [-3.380, 4.507, 2.930], [-4.910, -5.254, -0.946], [1.930, 1.501, 5.640], [1.686, -8.858, 2.497], [-3.010, -6.062, -3.133], [-0.720, -5.552, -2.383], [-1.776, 8.482, 0.259], [0.884, 1.044, -4.124], [4.788, -3.817, -1.750], [-0.020, 1.193, -0.460], [1.578, -7.573, 1.695], [0.246, -1.083, -6.623], [-1.498, -2.448, 3.675], [-0.805, 6.950, 2.613], [-0.490, -1.474, 3.253], [-2.127, -2.522, -3.509], [1.169, 4.470, -1.520], [2.484, 6.809, -0.861], [0.047, -0.935, 5.230], [0.607, -1.205, -0.291], [-1.960, 6.576, -1.573], [-0.337, -6.542, -1.038], [4.122, -2.190, 0.720], [-1.303, 3.073, 4.680], [5.674, -3.806, 2.424], [0.774, 0.537, -5.497], [4.086, -3.107, -1.298], [-6.512, -5.978, -2.620], [3.200, 6.050, -1.198], [2.389, -9.837, 0.886], [5.785, 3.100, 1.500], [5.671, -2.542, 0.001], [-3.296, -3.293, 3.006], [0.574, -2.181, 1.597], [0.870, 8.233, 1.029], [-0.061, 0.923, -3.597], [-1.621, 4.760, 3.139], [1.693, -0.454, 3.876], [2.568, 3.021, 3.097], [-4.828, -1.058, -5.181], [-2.485, 1.997, -2.431], [-2.364, -6.145, -1.192], [2.851, -9.647, 4.136], [5.250, 1.740, -0.094], [1.596, 4.953, -3.925], [0.790, -8.949, 3.112], [-3.238, 0.796, -2.070], [0.074, -1.079, -2.429], [-4.564, -7.488, -0.251], [0.548, 5.348, -1.317], [4.793, 3.896, 0.375], [0.408, 1.200, -6.167], [-1.858, -2.390, 4.707], [1.665, 4.701, -5.676], [-5.665, -4.712, -3.119], [-3.245, 7.267, 5.091], [-3.191, -4.512, -2.212], [0.432, 0.254, 1.289], [4.653, -2.943, 0.117], [0.611, -2.389, 0.592], [1.481, 2.416, -4.119], [-4.250, 0.524, -3.185], [-4.658, -0.825, -3.120]], "mulliken_charge": [0.275, 0.339, 0.318, 0.575, 0.219, -0.812, 0.294, -0.786, 0.479, -0.262, 0.274, 0.758, 0.528, 0.468, 0.357, 0.278, 0.958, -0.677, -1.215, 0.364, 0.137, 0.094, -0.256, -0.036, 0.186, 0.048, 0.508, 0.313, 0.238, 0.027, 0.252, -0.837, -0.751, -0.965, 0.490, 0.399, -1.558, 0.414, 0.514, 0.340, 0.230, 0.288, -0.007, 0.282, 2.285, -0.608, -1.092, 0.436, -0.231, 0.768, 0.726, 0.072, 0.907, -0.389, -0.579, 0.370, -0.468, -0.377, -1.208, 0.454, -0.076, -0.279, -1.025, -0.016, -0.871, 0.196, -0.152, 0.815, -0.108, -1.237, 0.919, -0.386, 0.309, 0.423, 0.499, 0.329, 0.308, 0.006, -0.543, 0.500, 0.146, 0.152, -0.107, -0.940, 0.325, -0.241, 0.693, -2.176, -0.240, 0.391, 0.373, -0.295, -0.728, 2.218, 0.013, 0.284, -0.755, -0.162, 0.501, -0.186, 0.388, -0.731, -0.371, -1.365, -0.745, -0.240, 0.560, 0.377, 0.740, -0.920, -0.710, 0.252, -0.509, -0.919, -2.445, 0.418, 0.499, -1.749, 0.328, 0.204, -0.461, 0.354, -2.337, 0.371, -0.467, 0.437, -0.485, -0.913, 0.556, -0.594, 0.383, 0.356, 0.901, -0.135, 0.429, -0.090, 0.385, 0.308, 0.410, 0.338, -1.971, 1.425, 0.247, 1.083, -0.266, 0.345, -0.929, 0.878, 1.203, -0.294, -0.271, -2.588, 0.419, 0.371, 0.520, 0.243, -0.463, 0.032, 0.359, -0.417, 0.166, 0.290, 0.258, 0.297, 0.309, 0.540, 0.478, -0.518, -0.470, -1.073, -0.006, -0.730, -0.631, 0.331, -0.541, -0.391, 0.337, 2.303, 0.317, 0.379, 2.808, -0.155, 0.295, -0.780, 0.317, 0.373, 0.377, 0.334, 0.153, 0.337, -0.229, -0.838, 0.219, 0.963, -0.160, -1.216, -0.194], "lumo_energy_ha": 0.0179, "gap_ev": 8.88, "total_energy_ev": -92318.3086, "e_homo_ev": -8.39, "smiles": "CC1(C)CCCC(C)(C)N1O.COC[C@H](C)N.COC[C@H](C)N.COC[C@H](C)N.COC[C@H](C)N.COC[C@H](C)N.COC[C@H](C)N.COC[C@H](C)N.COCCNCCOC.COCCNCCOC"}


Entry 2:
{"formula": "C49H31AsCl6O4PSY", "method": "wB97M-V/def2-TZVPD", "symbols": ["C", "C", "H", "C", "C", "C", "C", "C", "Y", "H", "C", "C", "H", "Cl", "Cl", "O", "C", "H", "H", "P", "O", "C", "H", "H", "H", "C", "H", "C", "H", "C", "H", "C", "H", "H", "Cl", "C", "H", "S", "H", "H", "C", "C", "C", "C", "Cl", "H", "C", "C", "C", "Cl", "Cl", "C", "H", "As", "C", "H", "H", "O", "C", "C", "H", "C", "C", "H", "H", "C", "O", "C", "H", "C", "H", "C", "C", "C", "C", "C", "C", "H", "H", "C", "C", "H", "H", "C", "C", "C", "H", "C", "C", "C", "C", "C", "C", "H"], "positions_angstrom": [[0.071, -0.787, 2.902], [-0.438, -0.007, -3.254], [-6.180, 0.452, 0.480], [-1.442, -0.631, -3.979], [4.090, -1.259, -2.713], [-0.749, -2.744, 4.797], [-3.146, -0.407, 1.736], [-0.485, -6.029, 0.275], [0.732, 0.637, 1.225], [-0.803, 6.819, -0.241], [-4.770, -0.862, -0.469], [-0.159, 3.440, -0.415], [-5.390, -1.034, -1.342], [-0.867, 5.867, 5.544], [2.232, 5.565, 5.894], [-1.082, 0.727, -0.438], [-2.517, 3.990, -0.949], [-1.875, -7.665, 0.381], [0.668, -4.213, 0.241], [-1.015, -2.010, 0.741], [0.802, 2.636, -0.327], [-0.632, -1.955, 2.536], [-2.136, -0.037, -4.563], [0.100, -1.427, 6.266], [-3.529, -3.759, 0.917], [-0.320, -4.653, 0.340], [-1.041, -3.497, 5.522], [-1.026, -2.928, 3.452], [-4.696, 0.904, 2.413], [0.319, -2.138, -2.461], [5.992, -3.907, -1.824], [3.355, -2.148, -0.576], [-3.822, -6.189, 0.784], [0.377, -6.665, 0.108], [-3.500, 6.500, -1.145], [1.424, 2.761, 3.101], [-2.506, -0.194, 2.585], [2.280, -2.113, 0.788], [1.003, -2.726, -1.858], [3.992, -0.531, -3.509], [3.226, -1.215, -1.627], [5.081, -2.227, -2.799], [-2.253, 5.321, -0.817], [-2.834, -5.762, 0.654], [1.574, 5.378, 0.329], [3.318, 2.551, -0.992], [-1.744, -6.590, 0.430], [-0.662, 3.860, 3.714], [2.413, 1.357, -4.018], [3.774, 3.400, 4.213], [-2.378, 4.013, 3.493], [-1.410, -3.808, 0.567], [1.826, 0.567, -4.467], [1.797, 0.111, -1.366], [-2.712, -1.283, 0.742], [-0.367, 1.075, -3.253], [4.378, 3.975, -4.892], [-0.644, 2.123, 2.110], [-4.382, 0.215, 1.637], [-2.669, -4.385, 0.724], [2.997, 2.190, -5.905], [0.007, 4.688, 4.624], [-0.105, -1.585, 5.211], [-2.913, 1.418, -0.881], [-3.168, -2.096, -1.188], [-1.850, 1.656, -0.688], [2.076, 1.873, 2.392], [-1.567, -2.013, -3.947], [-1.541, -3.824, 3.123], [-0.007, 2.896, 2.947], [-3.514, 3.644, -1.199], [0.457, -0.754, -2.491], [-5.207, -0.022, 0.547], [0.014, 4.858, -0.204], [-0.984, 5.767, -0.409], [-3.527, -1.471, -0.378], [3.273, 2.460, -2.071], [4.480, -3.828, 0.130], [5.747, -2.255, -3.654], [3.850, 3.272, -4.258], [2.513, 1.435, -2.631], [-0.777, -3.846, -3.150], [4.530, 4.160, -2.429], [-1.505, 3.040, -0.730], [3.941, 3.369, -2.877], [2.060, 3.593, 4.022], [0.799, 0.256, 4.651], [1.374, 4.553, 4.780], [-0.684, -2.766, -3.186], [3.077, 2.269, -4.827], [0.289, -0.631, 4.282], [4.370, -3.115, -0.677], [5.213, -3.153, -1.771], [-2.360, -2.500, -4.504]], "mulliken_charge": [1.227, 0.015, 0.334, -0.995, -0.535, -0.720, -0.604, -0.776, -1.043, 0.445, -0.805, -1.052, 0.380, -0.267, -0.257, 1.360, -1.179, 0.348, 0.031, 2.392, 0.377, -0.338, 0.395, 0.346, 0.417, -0.063, 0.348, -0.891, 0.414, -0.570, 0.320, 1.172, 0.381, 0.413, -0.299, 0.266, 0.275, -0.423, 0.149, 0.311, -0.290, -0.881, 0.268, -0.659, -0.228, 0.310, -0.480, 0.476, -0.126, -0.260, -0.253, 0.212, 0.420, 1.104, -0.091, 0.660, 0.345, 0.588, -0.620, -0.351, 0.382, 0.324, -0.917, -0.191, 0.423, -0.893, -1.261, -0.779, 0.333, -0.752, 0.427, 0.408, -0.640, 0.288, -0.596, -0.208, -0.660, 0.443, 0.378, -0.467, 0.080, 0.376, 0.413, 1.373, -0.734, 0.271, 0.461, 0.331, -0.288, -0.655, -0.134, -0.799, -0.525, 0.346], "total_charge": -2, "lumo_energy_ha": 0.1477, "gap_ev": 6.31, "total_energy_ev": -216653.5489, "e_homo_ev": -2.29}